The following is a quantum chemistry calculation of a cluster of 17 separate species, C27H87BN3O19 in total at a distorted geometry, from the OMol25 dataset.

```
137
Properties=species:S:1:pos:R:3
C 4.493 0.503 0.050
C 3.900 -0.950 0.528
N 3.091 -1.689 -0.515
C 1.904 -0.895 -1.014
C 1.069 -0.088 0.144
C -0.552 -0.343 -0.177
O -0.704 0.147 -1.556
B -1.424 1.417 -1.774
C -0.225 2.469 -2.171
N 0.732 1.944 -3.237
O -2.124 1.600 -0.458
C -1.642 0.658 0.578
C -2.963 -0.352 0.722
C -4.397 0.453 0.594
N -5.010 0.556 -0.632
C 3.932 -2.162 -1.683
C 3.152 -3.017 -2.886
O 5.250 -2.000 -1.831
H 5.661 0.365 -0.140
H 4.422 1.287 0.941
H 4.052 0.914 -0.953
H 4.851 -1.636 0.754
H 3.366 -0.798 1.558
H 1.144 -1.694 -1.472
H 2.176 -0.177 -1.910
H 1.232 -0.475 1.237
H 1.252 1.058 -0.008
H -0.709 -1.501 0.034
H -2.101 1.410 -2.745
H -0.672 3.476 -2.609
H 0.358 2.765 -1.176
H 0.214 1.480 -4.023
H 1.280 2.759 -3.614
H -1.375 1.072 1.644
H -2.894 -1.083 -0.212
H -2.892 -1.027 1.693
H -4.953 0.934 1.513
H -5.910 1.089 -0.564
H 2.200 -3.507 -2.383
H 3.888 -3.830 -3.332
H 2.830 -2.333 -3.788
C -1.347 0.462 4.560
O -0.371 -0.082 3.691
H -2.293 -0.060 4.403
H -1.028 0.330 5.597
H -1.479 1.525 4.342
H 0.458 0.401 3.853
C 1.499 5.494 -5.317
O 1.069 4.158 -5.502
H 1.646 5.675 -4.249
H 2.442 5.651 -5.845
H 0.737 6.179 -5.698
H 0.947 4.027 -6.457
C 5.684 6.758 -6.217
O 4.798 6.237 -7.190
H 5.106 7.299 -5.464
H 6.224 5.937 -5.738
H 6.389 7.443 -6.694
H 5.339 5.762 -7.844
C -1.631 -2.439 6.931
O -0.285 -2.002 6.923
H -1.966 -2.540 7.966
H -2.257 -1.704 6.419
H -1.704 -3.408 6.431
H -0.016 -1.922 5.992
C -7.351 -1.051 -3.455
O -6.143 -0.318 -3.548
H -8.011 -0.753 -4.274
H -7.137 -2.120 -3.533
H -7.837 -0.834 -2.501
H -5.579 -0.603 -2.810
C 6.908 5.642 -10.964
O 7.181 6.227 -9.704
H 6.053 4.969 -10.866
H 6.670 6.426 -11.687
H 7.779 5.074 -11.300
H 7.943 6.818 -9.823
C 1.786 -5.078 0.476
O 2.210 -4.007 1.299
H 0.990 -5.625 0.987
H 1.405 -4.684 -0.469
H 2.626 -5.752 0.290
H 2.916 -3.541 0.819
C -2.941 -5.550 7.858
O -3.746 -5.191 6.749
H -2.891 -4.705 8.548
H -3.384 -6.408 8.368
H -1.934 -5.797 7.513
H -3.772 -5.960 6.155
C -3.484 1.087 7.355
O -4.059 0.343 6.297
H -2.732 1.765 6.946
H -4.262 1.669 7.857
H -3.009 0.405 8.065
H -4.722 -0.250 6.691
C -2.553 -4.364 -0.223
O -1.345 -3.632 -0.316
H -3.213 -4.067 -1.041
H -2.339 -5.433 -0.301
H -3.039 -4.148 0.731
H -0.780 -3.917 0.422
C 2.216 0.965 8.292
O 1.641 0.221 7.234
H 2.968 1.644 7.883
H 1.438 1.547 8.794
H 2.691 0.284 9.002
H 0.978 -0.371 7.628
C -8.341 -4.100 -1.665
O -9.146 -3.742 -2.774
H -8.291 -3.255 -0.975
H -8.784 -4.959 -1.155
H -7.334 -4.347 -2.010
H -9.172 -4.510 -3.368
C 7.368 3.310 -3.886
O 7.571 4.704 -3.743
H 7.239 3.076 -4.946
H 8.238 2.773 -3.500
H 6.470 3.013 -3.338
H 7.682 4.880 -2.794
C -4.828 -4.003 3.551
O -4.493 -5.317 3.143
H -4.072 -3.310 3.174
H -5.804 -3.732 3.141
H -4.853 -3.954 4.642
H -5.181 -5.909 3.492
C -2.194 0.055 -5.804
O -0.847 0.492 -5.812
H -2.528 -0.047 -4.769
H -2.819 0.790 -6.317
H -2.267 -0.914 -6.305
H -0.578 0.572 -6.743
C 3.872 3.622 5.576
O 4.207 2.308 5.169
H 4.628 4.315 5.200
H 2.896 3.893 5.166
H 3.847 3.671 6.667
H 3.519 1.716 5.517
```

Properties
**Gap between HOMO and LUMO**: 0.1908 Eh
**Net charge**: -1
**Highest occupied orbital energy**: -3.44 eV



The following is a quantum chemistry calculation of a cluster of 23 separate species, C28H101N39O23 in total at a distorted geometry, from the OMol25 dataset.

```
191
Properties=species:S:1:pos:R:3
C 4.040 -0.571 -4.693
O 4.963 -0.061 -5.164
N 4.004 -1.858 -4.680
N 3.276 0.121 -3.882
H 4.626 -2.237 -5.380
H 3.126 -2.260 -4.385
H 3.702 1.034 -3.823
H 2.430 -0.154 -3.403
C -4.628 3.626 2.470
O -4.858 4.578 1.753
N -4.607 2.370 2.100
N -4.253 3.849 3.738
H -4.716 2.170 1.116
H -4.766 1.713 2.850
H -4.250 4.798 4.085
H -3.836 3.167 4.355
C 0.596 4.193 -3.545
O 0.425 3.030 -3.829
N 1.690 4.932 -3.602
N -0.395 5.028 -3.240
H 1.621 5.895 -3.899
H 2.426 4.283 -3.840
H -1.296 4.601 -3.402
H -0.275 6.030 -3.210
C -3.917 -0.745 -1.273
O -4.971 -0.623 -1.790
N -3.367 -1.924 -1.172
N -3.357 0.197 -0.595
H -3.839 -2.697 -1.618
H -2.380 -1.919 -0.958
H -4.018 0.953 -0.480
H -2.635 -0.077 0.054
C -0.692 2.382 2.021
O -0.897 1.266 1.610
N -0.263 3.382 1.334
N -1.068 2.836 3.179
H -0.271 3.222 0.337
H -0.061 4.318 1.655
H -1.525 2.132 3.740
H -0.897 3.783 3.488
C -1.082 -4.236 0.859
O -1.616 -4.610 1.873
N 0.067 -3.588 0.714
N -1.663 -4.337 -0.324
H 0.445 -3.184 1.559
H 0.117 -3.242 -0.234
H -2.636 -4.609 -0.295
H -1.182 -3.989 -1.140
C 2.586 5.695 1.934
O 1.985 6.559 1.314
N 2.064 5.362 3.133
N 3.669 5.087 1.662
H 1.158 5.634 3.486
H 2.712 4.814 3.680
H 3.781 4.227 2.180
H 3.829 5.191 0.670
C 3.587 -2.860 -0.833
O 2.825 -3.505 -1.520
N 4.300 -1.909 -1.302
N 3.889 -3.157 0.386
H 4.732 -1.408 -0.539
H 4.511 -1.712 -2.270
H 4.551 -2.619 0.927
H 3.186 -3.756 0.795
C 6.620 -1.567 2.018
O 5.873 -1.278 1.145
N 6.482 -1.084 3.244
N 7.691 -2.352 1.918
H 5.861 -0.294 3.351
H 7.190 -1.271 3.940
H 7.772 -2.772 1.003
H 8.446 -2.213 2.575
C -3.338 5.981 -1.349
O -3.139 6.511 -2.413
N -3.605 6.455 -0.163
N -3.102 4.702 -1.254
H -4.023 7.370 -0.262
H -3.913 5.752 0.493
H -2.942 4.192 -2.111
H -2.980 4.351 -0.315
C -6.872 2.456 -0.484
O -5.715 1.934 -0.528
N -7.249 3.553 0.146
N -7.882 2.023 -1.193
H -8.218 3.832 0.091
H -6.609 4.067 0.735
H -7.790 1.172 -1.729
H -8.487 2.819 -1.339
C 2.358 -6.880 0.906
O 1.972 -7.350 1.969
N 3.240 -7.552 0.202
N 2.037 -5.779 0.285
H 3.425 -7.243 -0.741
H 3.726 -8.411 0.419
H 1.215 -5.267 0.573
H 2.505 -5.518 -0.571
C 2.350 -1.409 2.901
O 1.907 -2.388 2.355
N 1.855 -0.205 2.784
N 3.425 -1.393 3.519
H 1.063 -0.050 2.177
H 2.306 0.575 3.241
H 3.632 -0.537 4.014
H 3.933 -2.257 3.645
C 5.748 2.358 1.846
O 6.562 2.066 2.697
N 4.483 1.991 1.891
N 6.061 2.937 0.749
H 4.186 1.259 2.519
H 3.837 2.176 1.136
H 5.392 3.192 0.037
H 7.052 3.075 0.617
C -0.686 -3.864 -4.922
O -1.295 -3.265 -5.827
N -1.143 -4.018 -3.685
N 0.498 -4.343 -4.944
H -0.808 -4.801 -3.142
H -2.015 -3.541 -3.503
H 0.904 -4.681 -4.083
H 1.041 -4.464 -5.787
C 0.509 -0.310 -1.485
O -0.134 -1.344 -1.417
N -0.093 0.846 -1.770
N 1.723 -0.138 -1.013
H -1.094 0.972 -1.737
H 0.522 1.648 -1.764
H 2.255 -0.962 -0.773
H 2.087 0.780 -0.799
C 3.566 -6.227 -3.301
O 3.915 -6.609 -2.189
N 3.436 -7.091 -4.290
N 3.414 -4.974 -3.704
H 3.598 -8.082 -4.177
H 3.179 -6.785 -5.218
H 3.237 -4.749 -4.672
H 3.385 -4.222 -3.030
C -3.540 2.436 -4.463
O -3.044 3.577 -4.326
N -4.271 1.908 -3.559
N -3.197 1.705 -5.438
H -4.547 2.401 -2.722
H -4.766 1.065 -3.811
H -3.728 0.863 -5.610
H -2.355 1.898 -5.962
C 0.524 -0.242 -6.514
O 0.409 -0.915 -7.528
N 0.021 -0.461 -5.350
N 0.931 1.058 -6.593
H 0.070 0.229 -4.614
H -0.468 -1.341 -5.269
H 1.195 1.338 -7.527
H 1.077 1.679 -5.810
C -4.589 -1.615 3.040
C -4.656 -1.107 4.526
C -5.036 -2.236 5.485
C -3.891 -3.190 5.793
C -2.676 -2.409 6.307
C -2.257 -1.306 5.279
N -3.337 -0.430 4.936
O -3.054 0.748 4.148
C -1.234 -0.379 6.007
C -1.495 -2.008 4.107
C -5.922 -0.070 4.567
H -3.789 -2.299 2.756
H -4.581 -0.668 2.501
H -5.595 -1.937 2.771
H -5.498 -1.881 6.406
H -5.889 -2.822 5.142
H -3.670 -3.742 4.880
H -4.204 -3.947 6.513
H -1.938 -3.206 6.405
H -2.708 -1.903 7.272
H -0.648 0.244 5.331
H -1.812 0.322 6.609
H -0.491 -0.970 6.543
H -1.921 -2.856 3.572
H -1.222 -1.290 3.334
H -0.514 -2.319 4.465
H -5.676 0.872 4.077
H -6.414 0.201 5.501
H -6.703 -0.451 3.910
H -2.760 0.452 3.284
O 4.866 1.807 -2.248
H 5.261 2.650 -2.473
H 5.485 1.156 -2.578
O 2.916 2.351 -0.465
H 3.473 1.891 -1.094
H 2.955 3.268 -0.737
O 3.271 4.964 -1.396
H 3.929 5.657 -1.456
H 2.667 5.144 -2.117
```

Properties
**Gap between HOMO and LUMO**: 0.2709 Eh
**Net charge**: 0
**Highest occupied orbital energy**: -8.02 eV



Q: Which value of net charge does entry 2 give?
A: 0